Below is a molecular structure, C42H65F6N11O12S2V, with properties calculated with the ωB97M-V functional and the def2-TZVPD basis.

relative energy (zero: lowest compared OMol25 entry of this formula, charge and spin): 86.1 kJ/mol
net charge: -1
frontier orbital gap (spin up / spin down): 7.536 / 7.566 eV
2S+1: 3

Each line ends with the Löwdin spin population.
Geometry (Å):
V: 1.432 1.315 2.200  1.91
S: 1.310 3.477 0.459  0.00
S: 3.342 3.507 4.215  0.00
F: 2.265 5.804 3.685  0.00
F: 4.156 6.009 4.634  0.00
F: 0.762 4.335 -1.917  0.00
F: -0.759 2.912 -1.101  0.00
F: 1.108 2.231 -1.841  0.00
F: 4.164 5.505 2.476  0.00
O: 0.213 1.761 4.309  0.04
O: 1.749 4.828 0.695  0.00
O: -0.360 0.169 1.986  -0.01
O: 0.643 0.453 0.371  -0.01
O: -1.073 -0.835 0.130  0.01
O: 4.676 3.044 4.466  0.00
O: 2.557 3.420 5.485  0.00
O: 2.615 2.731 3.162  0.01
O: 2.242 2.391 0.638  0.00
O: 1.527 0.246 4.040  -0.01
O: 1.112 1.108 6.033  0.00
O: 0.404 2.962 1.465  0.02
N: -4.460 3.786 -0.225  0.00
N: -4.109 -3.043 -5.323  0.00
N: 0.514 -1.927 -2.035  0.00
N: -1.998 -0.720 5.467  0.00
N: 3.347 -0.142 1.812  0.00
N: 0.855 0.933 4.883  0.00
N: -0.356 -3.576 7.222  0.00
N: -2.665 -3.506 0.704  0.00
N: -0.349 -0.117 0.787  0.01
N: -1.342 5.326 4.128  0.00
N: 0.824 0.631 -6.983  0.00
C: 4.731 -0.800 -0.355  0.00
C: -4.534 -4.680 1.313  0.00
C: 3.568 -0.065 0.344  0.00
C: -2.639 -4.800 0.173  0.00
C: -3.847 -3.495 1.459  0.00
C: -4.034 3.329 -2.354  0.00
C: -1.282 -3.758 6.264  0.00
C: -2.164 4.514 3.415  0.00
C: 0.480 -1.381 -8.665  0.00
C: -0.731 6.273 3.330  0.00
C: -4.132 2.043 -1.715  0.00
C: -0.947 -0.150 -5.516  0.00
C: 3.540 5.323 3.662  0.00
C: 0.530 -3.277 -2.066  0.00
C: 4.614 0.502 2.358  0.00
C: -2.304 -0.451 4.162  0.00
C: 1.824 -3.625 -2.545  0.00
C: -1.921 4.906 2.121  0.00
C: -0.703 -3.207 5.103  0.00
C: -4.471 -4.088 -6.138  0.00
C: 4.938 0.107 3.857  0.00
C: -3.108 -4.784 -4.568  0.00
C: -4.093 4.344 -1.361  0.00
C: 2.880 1.675 -6.338  0.00
C: 3.226 -1.530 2.222  0.00
C: -3.753 -5.500 0.496  0.00
C: -4.608 2.392 -0.487  0.00
C: 0.586 -0.160 -5.788  0.00
C: -2.535 0.244 6.295  0.00
C: -3.163 -3.444 -4.419  0.00
C: -2.908 0.832 4.177  0.00
C: -3.904 -5.206 -5.609  0.00
C: -2.787 1.279 5.500  0.00
C: 0.790 -2.997 6.745  0.00
C: 2.458 -2.331 -2.844  0.00
C: 0.164 0.088 -8.146  0.00
C: 0.579 -2.773 5.377  0.00
C: 1.954 -2.247 1.724  0.00
C: 0.566 3.218 -1.200  0.00
C: 1.633 -1.323 -2.582  0.00
C: 2.211 0.631 -7.290  0.00
C: -1.082 6.014 1.991  0.00
H: 4.509 -1.867 -0.374  0.00
H: -2.729 -2.752 -3.712  0.00
H: 3.426 -2.172 -3.296  0.00
H: -3.230 1.431 3.338  0.00
H: -1.362 5.351 5.137  0.00
H: -2.041 -1.075 3.321  0.00
H: -1.455 -1.492 5.827  0.00
H: 5.863 0.550 4.226  0.00
H: 1.605 -2.719 7.397  0.00
H: -1.846 -5.011 -0.529  0.00
H: -1.208 0.903 -5.416  0.00
H: 1.074 -1.781 2.166  0.00
H: -2.696 3.720 3.917  0.00
H: 5.716 -0.562 0.047  0.00
H: 3.656 0.939 -0.071  0.00
H: -2.486 0.136 7.368  0.00
H: 0.940 0.427 -4.940  0.00
H: -1.081 -3.003 4.112  0.00
H: -2.511 -5.439 -3.950  0.00
H: -0.914 0.142 -7.991  0.00
H: 3.173 -1.541 3.310  0.00
H: 4.927 -0.962 4.067  0.00
H: -0.291 -3.855 -1.669  0.00
H: 5.448 0.051 1.821  0.00
H: -3.943 3.500 -3.416  0.00
H: -4.050 5.423 -1.390  0.00
H: 4.069 -2.128 1.877  0.00
H: -0.287 -1.404 -1.711  0.00
H: -0.155 -2.019 -8.051  0.00
H: 1.016 -1.159 -5.724  0.00
H: 2.679 -0.354 -7.293  0.00
H: -3.103 2.264 5.810  0.00
H: -4.979 1.717 0.271  0.00
H: 3.786 1.982 -6.860  0.00
H: -2.076 -2.707 0.519  0.00
H: -3.883 -6.166 -6.103  0.00
H: 1.538 -1.645 -8.680  0.00
H: -0.924 -0.475 -4.476  0.00
H: 1.691 -2.209 0.667  0.00
H: 1.765 -0.254 -2.659  0.00
H: -4.205 1.017 -2.044  0.00
H: -5.453 -4.937 1.818  0.00
H: -4.150 -2.584 1.952  0.00
H: 3.051 1.319 -5.322  0.00
H: 1.922 -3.285 2.057  0.00
H: -2.201 -4.314 6.374  0.00
H: 2.350 1.051 -8.287  0.00
H: 2.818 -0.494 -0.321  0.00
H: -4.849 4.307 0.547  0.00
H: 4.607 1.582 2.210  0.00
H: -0.785 6.503 1.075  0.00
H: 4.167 0.481 4.530  0.00
H: 2.217 -4.631 -2.530  0.00
H: 0.371 0.746 -8.990  0.00
H: -5.022 -3.808 -7.023  0.00
H: 1.266 -2.325 4.674  0.00
H: -4.480 -2.110 -5.430  0.00
H: -2.320 4.406 1.251  0.00
H: -0.567 -3.838 8.174  0.00
H: 2.474 2.678 -6.208  0.00
H: 0.169 -1.585 -9.689  0.00
H: 4.800 -0.597 -1.424  0.00
H: -1.642 -0.659 -6.183  0.00
H: -4.013 -6.490 0.151  0.00
H: -0.129 7.118 3.629  0.00

=====

Below is a gas-phase ion, C21H22BClF7N2O4S (charge +1), with properties calculated with the ωB97M-V functional and the def2-TZVPD basis.

relative energy (zero: lowest compared OMol25 entry of this formula, charge and spin): 1099.0 kJ/mol
net charge: +1
frontier orbital gap: 6.632 eV
SMILES: CCOB(O)c1c2c(CCCCl)c(N(C(=O)F)C(=O)F)c(CCC(F)(F)F)c(F)c2c(S)c(CC)[n+]1F

Each line ends with the natural charge from an NBO analysis.
Geometry (Å):
Cl: 1.570 -5.483 -1.059  -0.05
S: -2.848 3.150 -2.221  0.08
F: 1.233 -0.505 5.462  -0.30
F: -5.200 2.233 3.271  -0.33
F: -1.820 -2.593 2.938  -0.32
F: 0.974 0.286 -4.359  -0.13
F: -2.967 2.503 0.769  -0.30
F: -6.074 0.186 3.791  -0.33
F: -5.252 0.586 1.609  -0.34
O: -1.295 -1.835 5.026  -0.50
O: 0.758 1.256 4.105  -0.50
O: 3.344 -0.489 -2.546  -0.75
O: 2.056 -2.568 -2.350  -0.86
N: 0.357 0.515 -3.166  0.08
N: -0.029 -0.841 3.287  -0.58
C: 0.627 0.011 4.263  0.98
C: -0.328 -0.208 1.992  0.15
C: -3.658 0.221 3.459  -0.51
C: -1.109 1.205 -0.624  -0.02
C: -1.900 1.562 0.676  0.39
C: 0.929 -3.121 0.441  -0.42
C: -1.524 1.888 -1.972  -0.15
C: 5.421 0.665 -1.566  -0.64
C: -1.042 -1.737 3.802  0.97
C: 0.083 0.135 -0.615  -0.06
C: 1.592 -1.704 0.941  -0.49
C: 0.497 -0.590 0.696  0.09
C: -1.512 0.843 1.998  0.05
C: 4.099 -0.222 -1.331  -0.08
C: -0.607 3.633 -4.759  -0.62
C: 2.001 -4.314 0.314  -0.37
C: -2.390 1.201 3.315  -0.48
C: -0.735 1.464 -3.248  0.24
C: 0.812 -0.167 -1.942  -0.04
C: -1.151 2.106 -4.682  -0.47
C: -5.057 0.847 3.003  0.99
B: 2.067 -1.145 -2.250  1.18
H: 0.186 3.744 -3.918  0.22
H: 5.217 1.790 -1.569  0.23
H: 6.023 0.363 -2.500  0.24
H: 6.124 0.463 -0.666  0.23
H: -1.448 4.386 -4.503  0.24
H: -2.304 2.170 -4.794  0.26
H: 3.420 0.294 -0.558  0.17
H: -3.756 -0.145 4.548  0.28
H: -1.797 1.139 4.288  0.26
H: 1.975 -4.892 1.314  0.24
H: 3.005 -2.869 -2.327  0.52
H: -2.687 2.316 3.196  0.28
H: -3.515 -0.744 2.831  0.25
H: 0.269 -2.979 -0.499  0.24
H: -3.811 2.475 -2.999  0.18
H: 1.837 -1.914 2.057  0.26
H: 4.476 -1.253 -0.940  0.17
H: 3.039 -3.827 0.159  0.21
H: 0.184 -3.399 1.289  0.22
H: -0.791 1.488 -5.571  0.26
H: 2.627 -1.512 0.482  0.24
H: -0.194 3.930 -5.786  0.25

=====

Below is a molecular structure, C4H8MnO3, with properties calculated with the ωB97M-V functional and the def2-TZVPD basis.

net charge: +3
frontier orbital gap (spin up / spin down): 9.164 / 7.297 eV
2S+1: 7

Each line ends with the Löwdin spin population.
Geometry (Å):
Mn: 0.088 -2.141 1.862  4.86
O: -1.480 0.234 -0.091  0.86
O: -1.037 -0.961 -1.869  0.03
O: -0.431 -1.652 0.173  0.16
C: -0.535 -2.165 -2.511  0.01
C: -0.934 -0.843 -0.607  0.07
C: -3.562 0.741 0.470  0.01
C: -4.405 -0.367 0.603  0.00
H: -3.735 1.485 -0.336  0.00
H: 0.528 -2.276 -2.276  0.00
H: -1.119 -3.020 -2.159  0.00
H: -4.791 -0.804 -0.321  0.00
H: -0.688 -1.994 -3.577  0.00
H: -4.215 -1.039 1.448  0.00
H: -4.962 0.710 0.893  0.00
H: -3.260 1.331 1.358  0.00

=====

Below is a molecular structure, C42H50F2N9OPdS, with properties calculated with the ωB97M-V functional and the def2-TZVPD basis.

relative energy (zero: lowest compared OMol25 entry of this formula, charge and spin): 63.6 kJ/mol
net charge: +1
frontier orbital gap (spin up / spin down): 7.126 / 6.654 eV
2S+1: 3

Each line ends with the Löwdin spin population.
Geometry (Å):
Pd: -0.273 -0.132 -0.307  1.24
S: -2.033 1.919 -0.508  0.02
F: -0.297 -5.601 -0.806  0.01
F: 3.550 -3.756 1.058  0.00
O: 0.275 5.920 0.923  0.00
N: 3.280 -0.318 -2.427  0.01
N: -0.017 2.322 3.227  0.01
N: 0.510 0.623 1.658  0.10
N: 1.085 -0.266 -3.141  0.00
N: -0.969 4.238 0.102  0.00
N: -3.297 4.176 0.068  0.00
N: 1.612 0.746 -1.113  0.09
N: -2.001 -1.739 -0.987  0.06
N: -1.546 0.674 2.804  0.00
C: 1.628 -4.701 0.113  -0.01
C: 4.272 -0.534 -1.392  0.00
C: -5.875 5.862 -0.207  0.00
C: -2.695 8.736 -0.336  0.00
C: -0.210 2.357 4.669  0.00
C: 0.467 -2.150 0.073  0.24
C: -2.739 7.397 -2.335  0.00
C: -3.218 -1.416 -1.421  0.01
C: -3.882 -3.689 -1.481  0.00
C: -2.621 -4.032 -1.025  0.00
C: -0.316 1.179 2.521  0.01
C: 4.427 1.597 2.783  0.01
C: 0.895 3.335 2.728  0.00
C: 0.340 -4.508 -0.342  0.01
C: 2.305 -3.596 0.583  0.01
C: -4.618 3.650 -0.245  0.00
C: -1.931 -0.675 2.444  0.00
C: -5.439 4.659 -1.042  0.00
C: -2.670 1.545 3.110  0.00
C: 4.375 3.125 -0.592  0.00
C: 4.000 1.947 1.481  0.00
C: 3.818 -0.360 -3.779  0.00
C: 3.276 2.459 -1.156  0.01
C: -1.987 6.422 -1.703  0.00
C: -1.674 -3.029 -0.805  0.01
C: 2.364 0.437 3.150  0.01
C: -3.103 8.548 -1.649  0.00
C: -1.925 7.773 0.296  0.00
C: -0.701 5.609 0.288  0.00
C: 1.889 0.790 1.904  0.00
C: -0.282 -3.259 -0.359  0.03
C: 1.033 -1.651 -3.611  0.00
C: 3.653 0.797 3.573  0.00
C: 2.003 0.074 -2.175  0.01
C: -2.138 3.544 -0.114  0.01
C: 2.777 1.417 0.974  0.01
C: 2.531 1.556 -0.426  0.00
C: -4.192 -2.355 -1.699  0.00
C: 4.772 2.818 0.676  0.00
C: -1.588 6.602 -0.378  0.00
C: -0.220 0.351 -3.027  0.04
C: 1.752 -2.328 0.559  0.03
H: -5.138 3.406 0.687  0.00
H: -1.055 -1.315 2.381  0.00
H: 3.063 -0.051 -4.494  0.00
H: -4.618 -4.460 -1.665  0.00
H: -3.259 5.145 0.345  0.00
H: -3.697 9.306 -2.144  0.00
H: 0.837 -1.675 -4.683  0.00
H: -3.466 1.370 2.381  0.00
H: 5.382 1.967 3.136  0.00
H: 0.236 -2.193 -3.091  0.00
H: -3.041 7.260 -3.365  0.00
H: -3.409 -0.355 -1.545  0.00
H: 3.036 2.600 -2.203  0.00
H: 1.028 3.241 1.654  0.00
H: -5.021 6.452 0.134  0.00
H: 0.760 2.468 5.163  0.00
H: -3.064 1.343 4.109  0.00
H: -0.835 0.058 -3.875  0.00
H: 4.798 -1.466 -1.607  0.00
H: 3.804 -0.623 -0.417  0.00
H: 5.008 0.274 -1.362  0.00
H: 0.473 4.321 2.937  0.00
H: -2.382 -5.066 -0.845  0.00
H: -0.171 3.646 0.281  0.00
H: -1.687 5.528 -2.237  0.00
H: -6.437 5.530 0.668  0.00
H: 1.704 -0.097 3.823  0.00
H: 1.880 3.275 3.200  0.00
H: -4.484 2.731 -0.806  0.00
H: -2.466 -0.686 1.490  0.00
H: -2.971 9.640 0.192  0.00
H: -0.665 1.430 5.010  0.00
H: 3.995 0.489 4.552  0.00
H: 4.670 0.322 -3.846  0.00
H: 5.675 3.247 1.092  0.00
H: 2.078 -5.684 0.102  0.00
H: 4.935 3.829 -1.194  0.00
H: -0.844 3.197 4.966  0.00
H: -6.517 6.523 -0.789  0.00
H: -0.127 1.433 -2.992  0.00
H: -5.163 -2.057 -2.069  0.00
H: -6.322 4.140 -1.420  0.00
H: -4.858 4.989 -1.906  0.00
H: 4.168 -1.363 -4.031  0.00
H: -0.710 0.007 -2.083  0.01
H: -1.581 7.915 1.313  0.00
H: -2.605 -1.064 3.210  0.00
H: 2.337 -1.501 0.942  0.00
H: 1.970 -2.160 -3.408  0.00
H: -2.367 2.586 3.049  0.00

=====

Below is a gas-phase ion, C7H12N3O2 (charge +1), with properties calculated with the ωB97M-V functional and the def2-TZVPD basis.

relative energy (zero: lowest compared OMol25 entry of this formula, charge and spin): 532.6 kJ/mol
net charge: +1
frontier orbital gap: 8.363 eV
SMILES: CC(C)C#[N+][C@H](C)NC(=O)N=O

Each line ends with the natural charge from an NBO analysis.
Geometry (Å):
O: -4.349 0.619 -1.533  -0.15
O: -1.984 1.127 0.404  -0.59
N: -0.010 -0.597 0.730  -0.28
N: -2.180 -1.133 0.343  -0.60
N: -3.971 0.313 -0.429  0.12
C: -2.587 0.124 0.012  0.68
C: -0.924 -1.611 0.853  0.09
C: 1.284 1.400 -0.123  -0.43
C: 1.702 1.764 -1.597  -0.56
C: 2.580 1.340 0.737  -0.59
C: 0.318 0.477 0.313  0.78
C: -0.393 -2.886 0.462  -0.64
H: -0.509 -3.097 -0.598  0.24
H: 3.375 0.708 0.317  0.24
H: -0.898 -3.673 0.876  0.25
H: 2.543 1.132 1.795  0.24
H: 0.657 -2.939 0.724  0.26
H: 0.830 2.364 0.059  0.30
H: 1.032 1.382 -2.496  0.24
H: 1.551 2.829 -1.639  0.24
H: -1.209 -1.581 1.983  0.25
H: -2.563 -1.922 -0.171  0.42
H: 2.683 1.456 -1.808  0.24
H: 3.021 2.405 0.787  0.25

=====

Number 1: largest force on an atom 0.1140 Eh/bohr. Number 2: largest force on an atom 0.1232 Eh/bohr. Number 3: largest force on an atom 0.0768 Eh/bohr. Number 4: largest force on an atom 0.0385 Eh/bohr. Number 5: largest force on an atom 0.1398 Eh/bohr.